ORCA calculation (the ωB97M-V functional and the def2-TZVPD basis) on a cluster of 9 separate species, C41H99NO17 in total in a non-equilibrium geometry.

The energy above the lowest of the compared OMol25 structures with the same formula, charge and spin is 76.2 kcal per mole. The HOMO energy is -8.06 eV. The calculation puts the LUMO energy at 0.5 eV. The frontier orbital gap is 8.61 eV. The SMILES is CC1(C)CCCC(C)(C)N1O.COCCOC.COCCOC.COCCOC.COCCOC.COCCOC.COCCOC.COCCOC.COCCOC. The value obtained for the max |F| is 0.0710 Eh/bohr.

Structure (XYZ):
```
158
Properties=species:S:1:pos:R:3:forces:R:3
C -17.5988 9.4935 1.2190 0.6 -0.9 0.7
C -18.0335 10.6206 0.3028 -0.9 0.4 -0.7
C -19.0160 10.0133 -0.8315 0.6 0.8 0.8
C -18.9567 11.6508 1.0445 0.9 -0.4 0.6
C -18.2534 12.5227 2.0802 0.9 0.7 -1.9
C -17.1178 13.2756 1.3277 0.2 -0.4 0.2
C -16.1437 12.3663 0.4897 -0.9 0.1 0.0
C -15.4264 13.2376 -0.5667 1.1 -1.0 0.3
C -15.1466 11.7746 1.4802 1.5 -0.3 -0.2
N -16.8700 11.3304 -0.3103 -3.0 1.5 1.4
O -16.0781 10.4210 -0.9815 0.8 -0.3 -0.3
H -16.9968 8.7348 0.7189 -0.5 -0.2 -0.6
H -16.8998 9.7015 2.0291 -0.2 1.0 0.1
H -18.4362 9.0156 1.7273 -0.2 -0.1 -0.3
H -18.5799 9.3983 -1.6188 0.4 -0.3 0.5
H -19.7994 9.4807 -0.2924 0.1 -0.4 -0.1
H -19.5518 10.7836 -1.3861 0.2 0.5 0.2
H -19.4128 12.3120 0.3077 -0.2 -0.1 0.0
H -19.7081 11.1364 1.6435 -0.4 -0.4 -0.7
H -18.9909 13.2470 2.4260 0.2 0.0 0.4
H -17.8321 11.9553 2.9100 -0.1 0.0 0.0
H -16.5194 13.7817 2.0853 0.4 0.0 0.0
H -17.4404 14.1049 0.6982 -0.7 -0.2 -0.2
H -14.7445 13.9362 -0.0819 -0.2 0.4 -0.1
H -16.0057 13.6734 -1.3807 -0.6 0.3 0.6
H -14.7710 12.5628 -1.1174 0.3 -0.2 0.0
H -15.4583 11.1863 2.3433 -0.8 0.2 -0.2
H -14.5236 12.5613 1.9058 0.0 0.3 -0.1
H -14.4513 11.1230 0.9509 0.1 -0.1 -0.2
H -16.4241 10.5602 -1.8661 0.4 -0.3 -0.4
C -12.1025 20.4007 0.2504 -0.7 0.2 -1.0
O -12.7738 19.1911 -0.0538 -0.4 0.3 0.0
C -11.9069 18.1127 -0.0220 0.9 -0.9 0.4
C -12.4806 16.7338 -0.2633 0.1 0.0 0.0
O -13.1489 16.2213 0.8542 -0.2 0.4 -0.4
C -14.3566 16.8855 1.1660 -0.3 -1.8 1.7
H -12.8707 21.1600 0.1046 0.2 0.2 0.4
H -11.3419 20.6012 -0.5042 0.3 -0.1 -0.1
H -11.6382 20.4473 1.2355 -0.2 -0.2 0.2
H -11.4678 18.0310 0.9723 0.3 0.1 0.4
H -11.0619 18.2342 -0.6997 0.1 0.3 -0.4
H -11.6342 16.0560 -0.3744 0.2 0.1 -0.3
H -13.1027 16.6468 -1.1541 -0.1 0.2 -0.2
H -14.2389 17.8423 1.6747 0.1 0.2 -0.6
H -14.6892 16.1801 1.9274 -0.7 0.3 0.4
H -15.1461 16.8248 0.4169 0.4 0.5 -0.6
C -9.9346 12.0116 -2.7255 1.4 0.2 0.1
O -9.6567 13.1281 -1.8493 -1.0 0.2 -1.2
C -8.5788 12.9876 -0.9332 -0.4 -1.0 -0.5
C -7.1575 13.1469 -1.5492 -1.1 -0.9 -0.1
O -6.9434 14.4477 -1.9936 0.5 1.3 1.5
C -6.5641 15.2613 -0.8270 -0.6 -0.3 -1.3
H -10.0178 11.0638 -2.1937 0.0 0.0 0.3
H -9.1240 11.9193 -3.4484 0.4 -0.2 0.0
H -10.7976 12.0823 -3.3875 -0.4 0.9 0.7
H -8.7827 12.0143 -0.4870 0.9 -0.4 0.3
H -8.7836 13.7072 -0.1404 0.2 0.2 -0.2
H -7.0050 12.4849 -2.4016 -0.4 -0.1 -0.2
H -6.3764 12.8210 -0.8623 0.0 0.1 0.5
H -5.5973 14.9006 -0.4758 0.1 0.4 0.0
H -7.2860 15.1911 -0.0134 -0.1 -0.3 0.0
H -6.5933 16.3014 -1.1517 0.5 -0.1 0.0
C -13.6274 13.7496 -9.2229 0.3 -0.3 -1.7
O -14.7566 14.3908 -8.6980 -0.9 0.6 -0.1
C -14.8773 15.8316 -9.0573 0.3 -1.6 1.8
C -16.1430 16.4581 -8.4590 0.4 0.5 0.0
O -16.1357 16.6203 -7.0459 0.4 0.1 -1.4
C -16.2375 15.4700 -6.2648 -0.6 0.0 1.5
H -13.6252 13.8516 -10.3082 0.3 0.6 -0.4
H -13.6067 12.6600 -9.2016 -0.8 -0.1 1.0
H -12.6337 14.0207 -8.8663 -0.1 0.7 0.4
H -14.8483 16.0151 -10.1314 0.2 -0.2 -0.1
H -14.0051 16.2035 -8.5198 0.1 1.0 -0.5
H -17.0697 16.0662 -8.8783 -0.1 -0.9 0.4
H -16.2217 17.4814 -8.8260 0.5 0.2 -0.1
H -17.2315 15.0300 -6.3450 -0.1 -0.4 -0.4
H -16.1987 15.8672 -5.2505 0.1 -0.2 0.2
H -15.4631 14.7059 -6.3322 0.1 0.2 -0.6
C -6.5773 14.8144 -5.4131 -1.5 -0.4 -0.7
O -6.9012 13.8349 -6.4375 1.4 -0.2 0.4
C -6.6076 12.5016 -6.0583 0.6 -0.4 -0.6
C -5.1188 12.0352 -6.2129 -1.4 0.6 -0.7
O -4.8559 11.9895 -7.6514 1.3 0.1 2.1
C -3.4650 11.7270 -7.9310 -0.9 -0.6 -0.8
H -6.3465 15.7408 -5.9390 0.2 -0.1 0.2
H -5.8279 14.5589 -4.6639 0.2 -0.3 -0.4
H -7.5318 14.9230 -4.8981 0.1 0.5 0.5
H -7.1565 11.8481 -6.7364 -0.2 0.1 -0.1
H -7.0172 12.3097 -5.0666 0.3 -0.1 0.4
H -5.0055 11.0591 -5.7411 -0.1 -0.4 -0.3
H -4.4625 12.6753 -5.6233 0.4 0.5 -0.5
H -3.4216 11.6887 -9.0195 0.2 0.4 0.0
H -3.1472 10.7243 -7.6451 -0.2 -0.2 0.5
H -2.7279 12.4163 -7.5190 -0.4 0.4 0.1
C -7.4038 20.3981 -3.7159 1.5 0.5 0.7
O -6.1730 19.9697 -3.1053 0.9 -0.3 0.8
C -4.9358 20.4629 -3.6629 -2.1 0.5 -0.9
C -4.5795 21.9267 -3.4073 0.1 1.3 -0.3
O -5.5205 22.9367 -3.8937 0.5 0.1 1.3
C -5.2942 24.2664 -3.3196 -0.7 -0.9 -0.6
H -7.4515 21.4654 -3.4998 -0.7 0.0 -0.2
H -8.1699 19.8170 -3.2026 -0.1 0.2 -0.3
H -7.3848 20.2485 -4.7954 -0.1 -0.2 -0.1
H -5.1162 20.2799 -4.7222 0.8 0.3 -0.5
H -4.1040 19.8499 -3.3160 -0.2 -0.1 0.2
H -3.6503 22.1837 -3.9159 0.4 -0.5 -0.3
H -4.3092 22.0835 -2.3630 -0.6 0.0 0.4
H -4.4091 24.7804 -3.6944 0.3 -0.4 -0.1
H -5.2715 24.2668 -2.2298 0.1 -0.3 0.1
H -6.1470 24.8687 -3.6327 0.0 -0.1 0.0
C -9.5875 16.2739 -3.0826 -0.1 -0.9 -0.8
O -10.7562 16.3532 -3.9231 0.0 0.5 0.1
C -11.5608 15.1723 -3.9138 0.6 -0.5 0.1
C -12.9305 15.3884 -4.5477 -0.4 0.7 0.7
O -14.0036 14.5689 -4.0588 0.3 0.0 0.1
C -13.8002 13.1575 -4.1552 1.0 0.7 -0.1
H -9.7704 16.4154 -2.0174 -0.5 0.2 0.1
H -8.8229 16.9782 -3.4103 -0.4 0.3 -0.2
H -9.1357 15.2874 -3.1862 0.0 -0.1 0.1
H -11.6422 14.8650 -2.8711 -0.3 -0.4 0.0
H -11.0725 14.3933 -4.4994 0.6 -0.3 0.2
H -12.9345 15.3563 -5.6372 0.3 -0.2 -0.2
H -13.1309 16.4152 -4.2418 -0.7 0.1 -0.2
H -13.3993 12.8733 -5.1281 -0.3 0.0 -0.5
H -14.7229 12.6124 -3.9561 0.0 0.3 0.1
H -13.0048 12.8746 -3.4657 -0.2 -0.3 0.4
C -10.3254 12.8797 -7.5434 1.2 -0.5 1.4
O -10.6890 11.9732 -8.5512 -1.3 0.0 -0.7
C -10.0415 12.1299 -9.8089 0.2 0.8 -0.1
C -10.6225 11.3376 -11.0182 0.2 0.6 2.2
O -11.9338 11.7477 -11.3293 -0.2 -0.7 0.2
C -12.3873 11.2306 -12.5634 0.2 0.3 -0.9
H -9.8016 13.8016 -7.7960 -0.2 0.0 -0.8
H -9.6392 12.3759 -6.8626 0.7 -0.2 -0.1
H -11.0796 13.1265 -6.7961 -1.1 0.0 -0.8
H -9.0156 11.7995 -9.6465 0.3 -0.1 -0.4
H -10.0004 13.1941 -10.0412 -0.1 0.2 -0.2
H -10.5372 10.3218 -10.6322 -0.5 -0.6 -0.7
H -9.9470 11.4958 -11.8588 0.1 -0.1 -0.1
H -12.2978 10.1646 -12.7724 0.4 -0.4 0.8
H -11.8016 11.7079 -13.3491 -0.1 0.2 -0.4
H -13.4448 11.4264 -12.7405 0.1 0.5 0.4
C -8.0234 16.9141 -8.6912 -0.5 1.2 -0.1
O -9.2578 17.6374 -8.3498 1.6 -1.7 -0.1
C -10.1169 16.8669 -7.5279 -1.0 1.4 -0.3
C -11.3239 17.7571 -7.1516 0.4 -0.1 0.4
O -12.0338 18.2845 -8.2318 -0.5 0.2 -1.6
C -12.9579 19.3778 -8.0212 0.8 -1.1 1.4
H -7.4145 17.6414 -9.2282 -0.1 0.0 -0.1
H -8.1528 16.0373 -9.3257 -0.5 0.0 -0.1
H -7.4072 16.5871 -7.8537 -0.4 0.1 0.6
H -9.6550 16.6121 -6.5741 0.2 -0.1 0.2
H -10.4644 15.9430 -7.9904 0.1 -0.1 -0.4
H -10.9282 18.5687 -6.5411 0.0 0.2 0.3
H -11.9386 17.1081 -6.5278 -0.4 0.1 0.3
H -13.1973 19.9320 -8.9288 0.5 -0.4 -0.1
H -12.5135 20.0214 -7.2620 0.0 0.5 -0.1
H -13.8809 19.0063 -7.5760 -0.2 -0.2 -0.1
```
Forces are in eV/Å.